# 1
ORCA calculation (ωB97M-V with the def2-TZVPD basis set) on 6 unconnected molecules or ions with the total composition C32H73N3O6 at a distorted geometry.

Values from the calculation:
LUMO level = 0.58 eV
relative energy (zero: lowest compared OMol25 entry of this formula, charge and spin) = 2.3 kJ/mol
HOMO level = -8.35 eV
largest force on an atom = 0.060 hartree/bohr
SMILES = CC1(C)CCCC(C)(C)N1O.CC1(C)CCCC(C)(C)N1O.CC1(C)CCCC(C)(C)N1O.CC(C)O.CO.CO
calculated total energy = -51117.778 eV

Last column: Löwdin charge in e.
Atoms and positions in Å:
C (-0.513, 5.537, 0.324)  -0.02
C (-1.539, 4.952, 1.319)  -0.48
C (-2.536, 6.059, 1.628)  -0.03
C (-2.289, 3.784, 0.654)  -0.13
C (-3.213, 2.943, 1.613)  -0.14
C (-2.371, 2.443, 2.796)  -0.15
C (-1.599, 3.573, 3.468)  -0.54
C (-2.523, 4.319, 4.461)  -0.02
C (-0.565, 2.856, 4.355)  -0.04
N (-0.816, 4.314, 2.490)  -0.08
O (-0.017, 5.332, 3.148)  -0.02
H (-1.028, 5.890, -0.535)  0.07
H (-0.004, 6.385, 0.715)  0.07
H (0.276, 4.840, -0.020)  0.09
H (-3.395, 5.655, 2.107)  0.06
H (-2.181, 6.810, 2.276)  0.06
H (-2.958, 6.551, 0.689)  0.12
H (-2.843, 4.213, -0.160)  0.12
H (-1.608, 3.047, 0.297)  0.06
H (-4.167, 3.434, 1.904)  0.11
H (-3.554, 2.034, 1.015)  0.12
H (-1.662, 1.675, 2.393)  0.10
H (-2.976, 1.970, 3.605)  0.13
H (-2.741, 3.560, 5.303)  0.12
H (-3.450, 4.487, 3.962)  0.05
H (-2.147, 5.223, 4.925)  0.08
H (-1.062, 2.104, 4.974)  0.09
H (-0.095, 3.587, 4.971)  0.07
H (0.175, 2.353, 3.697)  0.09
H (-0.653, 6.046, 3.322)  0.08
C (-4.700, -2.939, 3.914)  -0.05
C (-3.201, -2.761, 3.938)  -0.53
C (-2.856, -1.983, 5.243)  -0.02
C (-2.545, -4.141, 3.970)  -0.15
C (-1.023, -4.074, 3.668)  -0.17
C (-0.761, -3.423, 2.318)  -0.16
C (-1.226, -1.995, 2.247)  -0.52
C (-0.414, -0.993, 3.008)  -0.02
C (-1.346, -1.565, 0.769)  -0.03
N (-2.708, -2.125, 2.645)  -0.05
O (-3.256, -0.771, 2.580)  -0.06
H (-4.902, -3.447, 4.876)  0.09
H (-5.176, -2.000, 3.874)  0.06
H (-5.092, -3.595, 3.102)  0.10
H (-3.099, -2.819, 5.967)  0.09
H (-1.832, -1.654, 5.306)  0.05
H (-3.597, -1.171, 5.447)  0.09
H (-2.720, -4.606, 4.937)  0.11
H (-3.000, -4.707, 3.158)  0.12
H (-0.452, -3.688, 4.502)  0.10
H (-0.764, -5.186, 3.648)  0.13
H (-1.183, -3.998, 1.456)  0.13
H (0.350, -3.415, 2.137)  0.13
H (0.576, -1.051, 2.550)  0.10
H (-0.221, -1.179, 4.057)  0.07
H (-0.837, 0.012, 2.911)  0.06
H (-2.196, -2.118, 0.297)  0.11
H (-0.435, -1.859, 0.214)  0.09
H (-1.314, -0.504, 0.693)  0.04
H (-3.780, -0.781, 1.770)  0.10
C (1.412, -4.172, -6.007)  -0.03
C (2.359, -2.931, -5.683)  -0.50
C (3.802, -3.574, -5.737)  -0.03
C (2.180, -1.826, -6.687)  -0.16
C (0.898, -1.079, -6.458)  -0.20
C (0.858, -0.446, -5.107)  -0.15
C (0.951, -1.520, -4.003)  -0.48
C (1.202, -0.774, -2.655)  -0.03
C (-0.338, -2.286, -3.843)  -0.02
N (2.223, -2.313, -4.348)  -0.03
O (2.288, -3.398, -3.336)  -0.06
H (0.399, -3.787, -6.086)  0.04
H (1.767, -4.675, -6.915)  0.08
H (1.437, -4.925, -5.167)  0.10
H (3.657, -4.549, -5.277)  0.07
H (4.291, -3.676, -6.731)  0.09
H (4.473, -2.992, -5.115)  0.06
H (2.973, -1.054, -6.643)  0.13
H (2.241, -2.298, -7.686)  0.13
H (0.798, -0.307, -7.279)  0.13
H (0.046, -1.718, -6.642)  0.10
H (0.007, 0.178, -4.850)  0.12
H (1.647, 0.264, -5.018)  0.11
H (0.332, -0.193, -2.371)  0.06
H (1.972, 0.016, -2.715)  0.08
H (1.518, -1.490, -1.907)  0.07
H (-0.352, -2.820, -2.903)  0.08
H (-0.479, -2.979, -4.713)  0.07
H (-1.175, -1.564, -3.913)  0.10
H (2.740, -2.990, -2.541)  0.09
C (5.919, -0.598, -0.230)  -0.06
C (4.924, -1.042, -1.328)  -0.49
C (5.298, -0.771, -2.745)  -0.05
O (4.798, -2.453, -1.098)  -0.10
H (6.146, 0.480, -0.187)  0.08
H (6.935, -1.066, -0.354)  0.09
H (5.569, -0.899, 0.744)  0.07
H (3.886, -0.700, -1.206)  0.12
H (6.347, -0.962, -2.865)  0.08
H (5.047, 0.264, -2.957)  0.09
H (4.783, -1.479, -3.339)  0.04
H (5.693, -2.905, -1.180)  0.12
C (-0.960, 2.245, -1.966)  -0.17
O (-1.003, 1.229, -0.993)  -0.19
H (-1.720, 2.000, -2.756)  0.09
H (-1.216, 3.263, -1.567)  0.06
H (0.056, 2.224, -2.472)  0.09
H (-0.240, 1.324, -0.335)  0.08
C (2.253, 2.307, 1.394)  -0.14
O (0.890, 2.216, 1.075)  -0.15
H (2.756, 2.176, 0.429)  0.08
H (2.577, 3.286, 1.754)  0.09
H (2.577, 1.491, 2.060)  0.08
H (0.316, 2.809, 1.555)  0.02

# 2
ORCA calculation (ωB97M-V with the def2-TZVPD basis set) on 6 unconnected molecules or ions with the total composition C32H74BCl2N8O9P at a distorted geometry.

Values from the calculation:
LUMO level = 0.36 eV
HOMO level = -7.61 eV
largest force on an atom = 0.077 hartree/bohr
SMILES = CC[C@@H](C)[C@@](N)(O[C@@H](CC(C)C)C[C@@H](C)Cl)[C@](N)(OCB(O)N(C)C)P(O)Cl.CN(C)C=O.CN(C)C=O.CN(C)C=O.CN(C)C=O.CN(C)C=O
calculated total energy = -99735.222 eV

Last column: Löwdin charge in e.
Atoms and positions in Å:
C (0.669, 5.278, 2.611)  -0.14
C (0.226, 3.667, 2.509)  -0.22
C (0.541, 3.053, 0.982)  -0.27
C (2.139, 3.289, 0.758)  -0.12
C (0.048, 1.450, 0.847)  -0.40
N (0.896, 0.707, 1.815)  0.13
O (-1.326, 1.524, 0.915)  -0.10
C (-2.272, 0.914, 1.779)  -0.25
C (-3.121, -0.393, 1.166)  -0.13
C (-2.592, -1.850, 1.144)  -0.38
C (-3.068, -2.504, -0.331)  -0.10
C (-1.052, -2.288, 1.294)  -0.12
C (-1.989, 0.833, 3.407)  -0.18
C (-1.187, -0.360, 4.065)  -0.63
C (-0.454, 0.276, 5.437)  -0.15
Cl (-2.375, -1.654, 4.760)  0.51
C (0.340, 0.859, -0.708)  -0.49
N (-0.865, 0.057, -1.215)  0.04
O (1.639, 0.262, -0.883)  -0.20
C (1.746, -1.143, -1.136)  -0.13
B (3.060, -1.706, -0.292)  -0.38
O (2.725, -2.195, 1.094)  0.00
N (4.483, -1.800, -0.800)  -0.14
C (4.605, -1.470, -2.270)  -0.11
C (5.466, -1.035, 0.061)  -0.10
P (0.386, 2.304, -2.031)  0.69
O (-1.116, 3.203, -2.007)  -0.41
Cl (0.581, 1.433, -3.953)  0.16
H (0.206, 5.911, 1.737)  0.08
H (1.819, 5.424, 2.765)  0.07
H (0.142, 5.644, 3.616)  0.08
H (0.815, 3.119, 3.353)  0.11
H (-0.937, 3.672, 2.623)  0.10
H (-0.153, 3.776, 0.330)  0.12
H (2.644, 2.447, 0.117)  0.07
H (2.641, 3.216, 1.837)  0.09
H (2.425, 4.375, 0.353)  0.10
H (1.914, 0.679, 1.621)  0.10
H (0.828, 1.008, 2.808)  0.07
H (-3.171, 1.745, 1.767)  0.16
H (-4.167, -0.349, 1.745)  0.14
H (-3.401, -0.042, 0.058)  0.10
H (-3.211, -2.514, 1.925)  0.12
H (-2.134, -2.408, -1.067)  0.07
H (-3.295, -3.652, -0.219)  0.06
H (-4.029, -1.967, -0.758)  0.08
H (-0.911, -2.640, 2.429)  0.07
H (-0.890, -3.298, 0.675)  0.08
H (-0.229, -1.514, 1.019)  0.05
H (-1.571, 1.905, 3.713)  0.10
H (-3.086, 0.811, 3.888)  0.13
H (-0.298, -0.862, 3.513)  0.09
H (-0.849, 1.355, 5.694)  0.08
H (-0.548, -0.431, 6.363)  0.06
H (0.703, 0.422, 5.179)  0.08
H (-1.659, 0.711, -1.496)  0.09
H (-0.651, -0.389, -2.158)  0.07
H (1.848, -1.288, -2.317)  0.11
H (0.866, -1.846, -0.823)  0.11
H (2.100, -2.986, 0.944)  0.11
H (5.689, -1.629, -2.673)  0.10
H (3.895, -2.207, -2.885)  0.09
H (4.182, -0.375, -2.461)  0.12
H (5.075, 0.048, 0.362)  0.11
H (6.503, -0.937, -0.487)  0.09
H (5.647, -1.623, 1.078)  0.11
H (-0.850, 4.160, -1.776)  0.08
C (-0.630, -7.903, 0.422)  -0.07
N (-1.655, -6.887, 0.534)  -0.20
C (-2.699, -6.834, -0.468)  -0.05
C (-1.667, -5.968, 1.562)  -0.32
O (-2.501, -5.085, 1.716)  -0.01
H (-0.107, -7.776, -0.530)  0.09
H (-1.104, -8.889, 0.452)  0.09
H (0.092, -7.828, 1.241)  0.08
H (-2.677, -5.854, -0.955)  0.07
H (-3.669, -6.962, 0.022)  0.09
H (-2.558, -7.620, -1.215)  0.09
H (-0.829, -6.098, 2.267)  0.13
C (10.170, -4.524, 1.550)  -0.07
N (9.145, -3.507, 1.662)  -0.21
C (8.101, -3.454, 0.660)  -0.05
C (9.133, -2.588, 2.690)  -0.33
O (8.299, -1.705, 2.844)  0.00
H (10.693, -4.396, 0.598)  0.09
H (9.696, -5.509, 1.580)  0.09
H (10.892, -4.448, 2.369)  0.08
H (8.123, -2.475, 0.173)  0.08
H (7.131, -3.582, 1.150)  0.09
H (8.242, -4.240, -0.087)  0.09
H (9.971, -2.718, 3.394)  0.13
C (-6.161, 4.422, -0.785)  -0.07
N (-5.317, 3.388, -1.347)  -0.20
C (-4.067, 3.767, -1.973)  -0.05
C (-5.666, 2.054, -1.305)  -0.32
O (-5.002, 1.131, -1.758)  -0.01
H (-6.439, 5.121, -1.579)  0.08
H (-5.601, 4.952, -0.009)  0.09
H (-7.068, 3.997, -0.347)  0.08
H (-4.077, 3.437, -3.016)  0.10
H (-3.244, 3.268, -1.453)  0.06
H (-3.928, 4.850, -1.930)  0.06
H (-6.634, 1.877, -0.807)  0.13
C (-5.366, 9.359, -0.410)  -0.06
N (-4.307, 8.697, -1.144)  -0.21
C (-2.968, 9.245, -1.085)  -0.05
C (-4.534, 7.565, -1.897)  -0.32
O (-3.688, 6.957, -2.541)  0.00
H (-5.460, 10.386, -0.774)  0.09
H (-5.107, 9.367, 0.653)  0.09
H (-6.320, 8.842, -0.543)  0.09
H (-2.643, 9.500, -2.098)  0.09
H (-2.291, 8.487, -0.679)  0.09
H (-2.943, 10.137, -0.454)  0.09
H (-5.586, 7.234, -1.873)  0.12
C (1.280, -3.239, -4.929)  -0.06
N (0.225, -4.141, -4.516)  -0.20
C (-0.658, -4.691, -5.523)  -0.05
C (0.036, -4.492, -3.196)  -0.31
O (-0.833, -5.247, -2.779)  0.00
H (0.831, -2.371, -5.420)  0.09
H (1.937, -3.760, -5.631)  0.09
H (1.868, -2.901, -4.071)  0.05
H (-1.687, -4.401, -5.291)  0.10
H (-0.586, -5.783, -5.501)  0.09
H (-0.386, -4.325, -6.517)  0.09
H (0.761, -4.018, -2.515)  0.12